This record from the OMol25 dataset describes one molecule with the formula C5H5NO at a distorted geometry. The level of theory is ωB97M-V with the def2-TZVPD basis set.

Summary:
Energy above the lowest of the compared OMol25 structures with the same formula, charge and spin   234.6 kJ/mol
HOMO-LUMO gap   11.5 eV
LUMO   0.7 eV
Maximum force   1.21 eV Å⁻¹
SMILES   C#C[C@@H](C#N)CO

```
12
Properties=species:S:1:pos:R:3:forces:R:3
O 1.7934 0.0833 -1.0300 0.1 -0.2 0.2
C 0.7416 0.8988 -0.5967 -0.2 0.2 0.0
C -0.5402 0.0592 -0.3619 0.0 -0.1 0.0
C -0.3138 -1.0386 0.5904 0.0 -0.5 0.4
C -0.1659 -1.9343 1.3801 -0.1 0.4 -0.3
C -1.6440 0.9035 0.1229 -0.8 0.7 0.4
N -2.4988 1.5740 0.5195 0.9 -0.7 -0.5
H 2.0101 -0.5238 -0.3083 0.0 0.0 -0.2
H 0.9873 1.4565 0.3176 0.0 -0.1 -0.1
H 0.5453 1.6193 -1.3954 0.0 -0.1 0.1
H -0.8330 -0.3695 -1.3281 0.0 0.0 0.1
H -0.0820 -2.7284 2.0899 0.1 0.1 -0.1
```
Forces are in eV/Å.

The Löwdin scheme yields these atomic charges, measured in e:
1. O -0.0440
2. C -0.2364
3. C -0.2943
4. C -0.1057
5. C 0.1487
6. C -0.1841
7. N 0.1652
8. H 0.0892
9. H 0.1331
10. H 0.1317
11. H 0.1583
12. H 0.0383


This record from the OMol25 dataset describes C41H45N9 as an isolated structure at a distorted geometry. The level of theory is ωB97M-V with the def2-TZVPD basis set.

Summary:
Energy above the lowest of the compared OMol25 structures with the same formula, charge and spin   3079.7 kJ/mol
HOMO-LUMO gap   6.7 eV
LUMO   0.1 eV
Maximum force   15.37 eV Å⁻¹

```
95
Properties=species:S:1:pos:R:3:forces:R:3
N 1.9149 1.4329 2.1193 5.1 9.3 0.8
C 3.0065 2.0965 1.7423 0.4 4.1 0.5
C 2.7486 3.4041 2.0173 2.4 1.4 -0.2
C 1.5082 3.4922 2.6133 -1.2 2.0 0.5
C 0.9591 2.2611 2.6245 0.7 1.6 -0.3
H 1.7172 0.4601 1.9334 1.6 1.4 1.2
H 3.9043 1.7357 1.2626 -0.6 1.3 1.0
H 3.4865 4.1841 1.9010 -0.2 0.2 -0.1
H 1.0746 4.4014 3.0029 -0.2 0.0 0.0
H 0.0559 1.8525 3.0530 1.5 1.7 0.1
N -1.9017 1.5643 3.3467 -0.5 -0.9 2.1
C -2.4569 2.3585 2.4110 -1.1 0.0 -1.5
C -3.0903 1.5179 1.4828 -1.4 0.7 1.9
C -2.9791 0.2064 1.9777 0.1 -0.7 1.0
C -2.1840 0.2455 3.0925 -0.8 0.1 0.6
H -1.4682 1.8386 4.2166 0.0 0.2 -0.3
H -2.3703 3.4343 2.4482 0.1 -0.1 -0.1
H -3.6737 1.7514 0.6044 0.3 0.5 0.4
H -3.4107 -0.7111 1.6059 0.2 0.3 -0.1
H -1.8495 -0.5395 3.7545 0.0 0.1 0.0
N -0.9183 -2.3338 -4.8352 -0.8 -1.8 1.7
C 0.0678 -3.0919 -4.2226 -2.1 -0.6 0.6
C -0.1629 -2.9930 -2.8367 0.5 -1.5 -0.6
C -1.1831 -2.0608 -2.5154 -0.7 -3.1 -3.2
C -1.5218 -1.5796 -3.7864 -8.9 -5.9 -1.5
H -1.0794 -2.2573 -5.8293 0.1 0.3 0.3
H 0.6438 -3.7888 -4.8133 0.2 0.2 0.3
H 0.3441 -3.6444 -2.1402 0.2 0.2 0.1
H -1.5079 -1.7032 -1.5495 0.5 -1.4 -2.0
H -2.2574 -0.8764 -4.1478 -0.3 -2.3 0.9
N 0.3059 -0.6014 -3.8557 6.2 7.1 -3.0
C 1.1892 -0.2635 -2.8954 1.0 -1.6 -1.7
C 1.7431 0.9433 -3.1496 2.0 1.6 -0.4
C 1.1618 1.4946 -4.3218 -0.8 -3.0 -1.9
C 0.2579 0.4826 -4.7821 3.1 -0.3 0.7
H -0.3756 -1.3417 -3.7683 4.8 2.8 0.3
H 1.2470 -1.0700 -2.1794 2.1 2.3 -2.4
H 2.5207 1.4691 -2.6155 -0.1 -0.2 0.4
H 1.3589 2.4013 -4.8745 0.1 0.0 0.4
H -0.3917 0.4925 -5.6449 0.4 -0.1 0.0
N 1.1142 0.5675 3.9440 0.0 -3.7 3.1
C 1.2189 -0.5944 3.2536 -1.0 -3.1 6.4
C 2.2388 -1.5324 3.5199 -2.4 -0.6 0.5
C 3.1352 -1.2868 4.5031 -0.2 0.6 2.1
C 3.0915 -0.0350 5.1659 -0.8 0.0 -0.7
C 2.0739 0.8885 4.8588 0.5 -2.4 -0.6
H 0.5153 -0.9461 2.5135 -1.1 -1.4 3.2
H 2.2293 -2.3646 2.8315 0.3 -0.6 0.5
H 3.7983 -2.0130 4.9496 0.2 -0.2 -0.6
H 3.9086 0.1276 5.8532 -0.3 0.5 0.3
H 2.0157 1.8500 5.3473 -0.2 0.1 -0.1
N -2.8184 2.0415 -1.3503 0.6 1.2 -1.0
C -1.4795 1.9184 -1.5867 -2.3 2.7 -3.0
C -1.0370 1.3586 -2.7532 -0.3 0.0 -1.7
C -1.9133 0.8303 -3.6779 -3.5 2.2 1.4
C -3.3105 0.9401 -3.3915 2.5 -1.3 -1.5
C -3.6809 1.5312 -2.2319 0.1 2.2 -0.8
H -0.7228 2.3546 -0.9515 -0.5 0.5 0.1
H -0.0003 1.1464 -2.9692 -1.6 1.6 1.5
H -1.6418 0.1588 -4.4790 0.0 3.1 0.1
H -3.9437 0.3277 -4.0163 -0.8 0.5 -0.1
H -4.7329 1.7674 -2.1704 -0.1 0.1 0.7
N 4.5702 -0.9781 2.6992 1.2 -0.3 -3.1
C 5.6178 -1.4703 1.9352 -1.6 1.3 -0.8
C 5.7053 -1.2298 0.5264 -0.1 0.0 2.1
C 4.7862 -0.3403 -0.0368 0.6 -1.2 -0.1
C 3.7599 0.1370 0.7393 0.7 -2.4 -3.0
C 3.6223 -0.3014 2.0219 2.6 -1.0 0.3
H 6.2905 -2.1237 2.4708 0.2 0.1 -0.1
H 6.4393 -1.7593 -0.0628 0.1 0.1 0.0
H 4.7639 -0.2033 -1.1078 0.2 0.3 -0.1
H 2.9823 0.6531 0.1960 0.1 -0.3 0.1
H 2.6494 -0.0940 2.4424 3.5 -0.7 0.8
N 0.8207 0.0915 1.4791 -8.2 -6.6 -11.2
C -0.3180 0.7485 1.2707 -1.0 -0.2 -2.2
C -1.0689 0.6265 0.1004 2.0 -2.3 0.3
C -0.6382 -0.2549 -0.8889 2.1 0.8 1.9
C 0.5166 -0.9740 -0.6535 0.6 -1.1 3.8
C 1.2314 -0.8422 0.5409 -2.7 0.5 -0.8
H -0.6960 1.4800 1.9695 0.4 -1.1 -1.4
H -1.9394 1.2401 -0.0792 0.7 -1.3 1.6
H -1.0547 -0.3975 -1.8751 0.6 1.5 1.4
H 0.8920 -1.6879 -1.3717 -1.1 -1.3 2.5
H 2.0343 -1.4939 0.8523 -0.1 0.0 -0.4
N -4.0206 -3.0937 0.0198 -0.7 1.9 0.4
C -3.1078 -2.2687 -0.5941 -0.9 -1.2 1.6
C -3.2924 -0.9466 -0.9205 -3.4 0.6 0.8
C -4.5752 -0.4095 -0.5589 0.7 -0.9 -0.3
C -5.4653 -1.1456 0.1859 0.4 -0.9 -0.1
C -5.1705 -2.5049 0.4598 1.4 0.3 -1.2
H -2.1301 -2.7120 -0.7129 -0.7 -0.7 0.4
H -2.5759 -0.2448 -1.3211 -0.9 -0.9 -0.1
H -4.9015 0.5758 -0.8574 0.3 -0.3 0.4
H -6.3545 -0.6389 0.5307 -0.2 -0.3 0.1
H -5.8653 -3.1379 0.9918 0.0 -0.1 0.1
```
Forces are in eV/Å.

The Löwdin scheme yields these atomic charges, measured in e:
1. N -0.0835
2. C -0.1372
3. C -0.0940
4. C -0.0862
5. C -0.1887
6. H -0.1487
7. H 0.1044
8. H 0.0882
9. H 0.0935
10. H 0.0704
11. N -0.0404
12. C -0.0909
13. C -0.1004
14. C -0.0925
15. C -0.1033
16. H 0.1635
17. H 0.1291
18. H 0.0852
19. H 0.0880
20. H 0.1262
21. N 0.0734
22. C -0.0354
23. C -0.0480
24. C -0.1060
25. C -0.1748
26. H 0.1697
27. H 0.1249
28. H 0.1234
29. H 0.0329
30. H 0.1017
31. N -0.0275
32. C -0.1623
33. C -0.1056
34. C -0.0657
35. C -0.1011
36. H -0.1049
37. H 0.0558
38. H 0.1063
39. H 0.1056
40. H 0.1197
41. N 0.0360
42. C -0.2109
43. C -0.1043
44. C -0.1199
45. C -0.0430
46. C -0.0739
47. H 0.1132
48. H 0.1250
49. H 0.1106
50. H 0.0959
51. H 0.1100
52. N 0.0631
53. C -0.1381
54. C -0.0828
55. C -0.0961
56. C -0.0372
57. C -0.2175
58. H 0.1552
59. H 0.0366
60. H 0.0504
61. H 0.1184
62. H 0.1157
63. N 0.0976
64. C -0.0716
65. C -0.0536
66. C -0.0473
67. C -0.1713
68. C -0.1930
69. H 0.0943
70. H 0.0906
71. H 0.1091
72. H 0.1161
73. H 0.0507
74. N -0.0518
75. C -0.0481
76. C -0.0551
77. C -0.1408
78. C -0.0438
79. C 0.0116
80. H 0.0596
81. H 0.0471
82. H 0.0620
83. H 0.0681
84. H 0.1327
85. N 0.0804
86. C -0.1330
87. C -0.0641
88. C -0.0780
89. C -0.0648
90. C -0.1172
91. H 0.0993
92. H 0.0643
93. H 0.0750
94. H 0.1062
95. H 0.0974


This record from the OMol25 dataset describes C9H15NO6Pd as an isolated structure. The level of theory is ωB97M-V with the def2-TZVPD basis set.

Summary:
Energy above the lowest of the compared OMol25 structures with the same formula, charge and spin   0.0 kJ/mol
HOMO-LUMO gap   9.3 eV
LUMO   0.2 eV
Maximum force   1.00 eV Å⁻¹

```
32
Properties=species:S:1:pos:R:3:forces:R:3
Pd 0.2709 0.1964 -0.0964 0.6 -0.8 0.1
O -1.0923 2.6321 0.3620 -0.1 0.0 0.0
C -2.3123 1.9624 0.6428 0.2 0.1 0.0
C -2.5576 0.7591 -0.2426 -0.1 -0.2 0.0
N -1.6141 -0.3790 -0.0525 -0.4 0.1 0.0
C -1.6964 -1.2787 -1.2314 -0.4 -0.1 0.2
C -1.0341 -0.5654 -2.4089 0.6 0.1 -0.2
O -1.5682 -0.5123 -3.4933 0.0 -0.1 0.0
O 0.1400 -0.0625 -2.1068 -0.5 0.4 0.0
C -1.8318 -1.0385 1.2601 -0.3 0.1 -0.1
C -0.9026 -0.4377 2.3210 0.7 -0.2 -0.1
O -1.3016 -0.2011 3.4359 -0.1 -0.1 0.1
O 0.3274 -0.2966 1.8867 -0.4 0.7 0.0
H -1.1496 3.0415 -0.5091 0.0 0.0 0.0
H -2.2732 1.6822 1.6951 0.0 0.0 0.0
H -3.1634 2.6357 0.5159 -0.1 0.0 0.0
H -3.5635 0.3765 -0.0425 -0.1 0.0 -0.1
H -2.5228 1.0513 -1.2936 0.1 0.0 0.0
H -1.1355 -2.1784 -0.9853 0.0 -0.1 -0.1
H -2.7294 -1.5409 -1.4658 0.0 0.0 0.0
H -2.8705 -0.9394 1.5736 -0.1 0.0 0.0
H -1.5979 -2.0956 1.1431 0.1 0.0 0.1
C 4.5406 0.6539 -0.0909 0.0 -0.1 0.0
C 3.1737 0.0429 -0.1215 0.0 0.3 0.0
C 2.9718 -1.4347 -0.0945 0.1 0.0 0.0
O 2.2196 0.8160 -0.1492 0.1 -0.1 0.0
H 5.3309 -0.0817 -0.2120 0.0 0.0 0.0
H 4.6602 1.1586 0.8704 0.0 0.0 0.0
H 4.6061 1.4153 -0.8675 0.0 0.0 0.0
H 3.9100 -1.9791 -0.1493 0.0 0.0 0.0
H 2.3201 -1.7153 -0.9224 0.0 0.0 -0.1
H 2.4457 -1.6869 0.8287 0.0 0.0 0.0
```
Forces are in eV/Å.

The Löwdin scheme yields these atomic charges, measured in e:
1. Pd 1.0791
2. O -0.0692
3. C -0.2233
4. C -0.1339
5. N -0.2813
6. C -0.0909
7. C -0.6493
8. O 0.0723
9. O -0.1494
10. C -0.0728
11. C -0.6434
12. O 0.0758
13. O -0.1501
14. H 0.0967
15. H 0.1206
16. H 0.1274
17. H 0.1366
18. H 0.1331
19. H 0.1288
20. H 0.1365
21. H 0.1324
22. H 0.1320
23. C 0.0100
24. C -0.4216
25. C -0.0026
26. O -0.0468
27. H 0.0818
28. H 0.1046
29. H 0.0991
30. H 0.0840
31. H 0.0903
32. H 0.0933


This record from the OMol25 dataset describes C14H32BN7OPSZr as an isolated structure. The level of theory is ωB97M-V with the def2-TZVPD basis set.

Summary:
Total charge   +3
HOMO-LUMO gap   8.3 eV
LUMO   -10.8 eV
Maximum force   0.43 eV Å⁻¹

```
58
Properties=species:S:1:pos:R:3:forces:R:3
Zr -1.4446 0.5270 0.3605 0.3 0.2 0.0
N -2.3950 0.0981 2.4725 0.1 -0.1 0.1
N -2.8152 1.2204 3.2163 -0.1 0.0 0.0
C -2.6529 2.4690 2.7570 0.1 -0.1 0.0
N -3.1977 3.4688 3.4008 0.0 0.0 0.0
S -1.6433 2.8262 1.3809 0.0 -0.1 0.0
H -3.2359 -0.4826 2.3007 -0.1 0.0 0.0
H -1.7607 -0.4646 3.0467 0.0 0.1 0.0
H -3.4045 1.0273 4.0198 0.0 0.0 0.0
H -3.7907 3.3441 4.2135 0.0 0.0 0.0
H -3.0390 4.4207 3.0963 0.0 0.0 0.0
O -0.1667 -1.0341 0.9040 0.1 0.0 0.0
P 0.8844 -0.6405 -0.1768 0.0 0.0 0.0
N 2.0362 -1.6803 -0.4570 -0.2 0.2 0.1
C 2.2624 -3.0058 0.2402 -0.1 0.0 0.1
C 3.6306 -3.4137 -0.2846 0.0 0.0 0.0
C 3.6526 -2.8661 -1.7082 0.1 0.0 0.0
C 3.0481 -1.4748 -1.5547 0.0 0.0 0.0
N 1.1490 0.9554 0.2958 -0.1 -0.2 -0.1
C 2.0493 1.8824 -0.5133 -0.1 0.0 -0.1
C 3.1370 2.3211 0.4540 0.0 0.0 0.0
C 2.4086 2.3543 1.7899 0.0 0.0 0.0
C 1.5923 1.0769 1.7539 -0.1 -0.1 0.0
N -0.2440 -0.3207 -1.4328 0.0 0.1 0.1
C -0.2669 0.8482 -2.3763 0.1 0.1 0.2
C -0.8924 0.3176 -3.6675 0.0 0.1 0.0
C -1.6555 -0.9346 -3.2473 -0.1 -0.1 -0.1
C -0.7835 -1.5374 -2.1635 0.1 0.0 0.2
H 1.4805 -3.6968 -0.0726 0.0 0.0 0.0
H 2.2223 -2.8675 1.3180 0.0 0.0 0.0
H 3.7595 -4.4931 -0.2417 0.0 0.0 0.0
H 4.4191 -2.9592 0.3167 0.0 0.0 0.0
H 3.0384 -3.4763 -2.3720 0.0 0.0 0.0
H 4.6531 -2.8135 -2.1318 0.0 0.0 0.0
H 2.5589 -1.1119 -2.4620 0.0 0.0 0.0
H 3.7941 -0.7520 -1.2229 0.0 0.0 0.0
H 1.4452 2.7250 -0.8491 0.0 0.0 0.0
H 2.4535 1.3626 -1.3814 0.0 0.0 0.0
H 3.5674 3.2771 0.1649 0.0 0.0 0.0
H 3.9442 1.5863 0.4768 0.0 0.0 0.0
H 1.7502 3.2233 1.8532 0.0 0.0 0.0
H 3.0771 2.3758 2.6478 0.0 0.0 0.0
H 0.7130 1.0993 2.4008 0.1 0.0 0.0
H 2.1960 0.2072 2.0243 0.0 0.0 0.0
H 0.7184 1.2773 -2.5226 0.0 0.0 0.0
H -0.8781 1.6634 -1.9096 -0.1 0.0 -0.1
H -0.0929 0.0680 -4.3662 0.0 0.0 0.0
H -1.5199 1.0643 -4.1490 0.0 0.0 0.0
H -1.7946 -1.6308 -4.0720 0.0 0.0 0.0
H -2.6448 -0.6943 -2.8532 0.0 0.0 0.0
H 0.0775 -2.0819 -2.5575 -0.1 0.0 -0.1
H -1.3119 -2.1814 -1.4589 0.0 0.0 -0.1
B -5.4809 -0.5468 1.1699 0.2 0.3 -0.2
C -4.3573 -0.2358 0.1847 0.3 0.1 0.0
N -3.3206 0.0660 -0.3051 -0.2 -0.2 -0.3
H -5.6503 0.5618 1.6310 -0.1 0.0 0.1
H -4.8383 -1.2651 1.9236 0.0 -0.2 0.1
H -6.4408 -1.0536 0.6950 -0.1 -0.1 0.0
```
Forces are in eV/Å.

The Löwdin scheme yields these atomic charges, measured in e:
1. Zr 1.5752
2. N -0.0276
3. N 0.0038
4. C -0.7166
5. N 0.1952
6. S 0.7056
7. H 0.0673
8. H 0.1463
9. H 0.1931
10. H 0.1619
11. H 0.1441
12. O -0.3897
13. P 0.5955
14. N -0.1742
15. C -0.1157
16. C -0.1398
17. C -0.1373
18. C -0.1419
19. N -0.2327
20. C -0.1553
21. C -0.1333
22. C -0.1403
23. C -0.1763
24. N -0.3000
25. C -0.1617
26. C -0.1158
27. C -0.1402
28. C -0.1397
29. H 0.1296
30. H 0.1247
31. H 0.1374
32. H 0.1303
33. H 0.1283
34. H 0.1362
35. H 0.1191
36. H 0.1228
37. H 0.1269
38. H 0.1065
39. H 0.1399
40. H 0.1285
41. H 0.1209
42. H 0.1399
43. H 0.0879
44. H 0.1317
45. H 0.1054
46. H 0.1166
47. H 0.1367
48. H 0.1384
49. H 0.1421
50. H 0.1085
51. H 0.1305
52. H 0.1283
53. B -0.2977
54. C -0.1057
55. N -0.0502
56. H 0.0651
57. H 0.0603
58. H 0.0613